(1)
2 unconnected molecules or ions with the total composition C6H17NO in a non-equilibrium geometry, computed with wB97M-V/def2-TZVPD.

Its relative energy (zero: lowest compared OMol25 entry of this formula, charge and spin) is 37.2 kcal/mol. For the gap between HOMO and LUMO, the calculation gives 10.34 eV. Its total charge is 0. As for the HOMO energy: -0.34552 Eh. The structure (SMILES) is CCCNCCC.O. Its spin multiplicity is 1.

Each line ends with the Mulliken charge.
Element x y z (Å)
C1 1.29589 1.05977 -1.87566  -0.51
C2 0.38278 0.16039 -2.77080  -1.07
C3 0.52169 1.43210 -0.55028  -0.73
N1 0.13340 0.18161 0.09808  -0.13
C4 -0.37963 0.43295 1.51349  -0.73
C5 -0.64659 -0.83790 2.23476  -0.25
C6 0.58131 -1.64285 2.43210  -1.15
H1 2.17986 0.45604 -1.55114  0.36
H2 1.30077 2.02309 -2.38567  0.35
H3 0.64546 0.27045 -3.82208  0.34
H4 0.31235 -0.93504 -2.56096  0.25
H5 -0.72157 0.37585 -2.56172  0.33
H6 -0.41702 1.87726 -0.94986  0.33
H7 1.27067 2.17024 -0.13138  0.33
H8 0.89032 -0.59372 0.01422  0.15
H9 -1.36100 0.92309 1.28187  0.33
H10 0.29117 1.18301 2.01935  0.38
H11 -1.27690 -0.52864 3.10797  0.33
H12 -1.44182 -1.30205 1.53327  0.19
H13 1.46576 -1.13564 2.87547  0.29
H14 0.91616 -1.97256 1.44896  0.34
H15 0.32817 -2.49389 3.08048  0.33
H16 -2.77787 0.06900 -0.74462  0.31
H17 -1.26994 -0.48783 -0.73174  0.33
O1 -2.22340 -0.68473 -1.00409  -0.70



(2)
2 unconnected molecules or ions with the total composition C3H8N2OS in a non-equilibrium geometry, computed with wB97M-V/def2-TZVPD.

Its relative energy (zero: lowest compared OMol25 entry of this formula, charge and spin) is 69.4 kcal/mol. For the gap between HOMO and LUMO (alpha / beta), the calculation gives 9.01 / 8.25 eV. Its total charge is 0. As for the HOMO energy (alpha / beta): -0.30971 / -0.38198 Eh. Its spin multiplicity is 3.

Each line ends with the Mulliken charge.
Element x y z (Å)
C1 0.02001 -0.00347 1.92405  -0.49
C2 0.13576 -1.50998 1.60962  -0.29
C3 1.03673 -0.53965 0.98863  -0.36
N1 -1.60102 -0.18665 -2.01534  -0.56
N2 0.16518 1.76402 -2.08402  -0.52
O1 0.68338 -0.58434 -3.00007  -0.54
S1 -0.07537 0.00232 -1.93209  0.81
H1 -0.74413 0.68274 1.52344  0.13
H2 0.34547 0.47874 2.78858  0.28
H3 0.41400 -2.21437 2.49992  0.23
H4 -0.72003 -1.82556 0.98390  0.18
H5 2.06155 -0.55394 1.14521  0.32
H6 -2.06987 0.07855 -1.19336  0.28
H7 0.94723 2.13118 -1.56175  0.27
H8 -0.59890 2.28042 -1.67672  0.27



(3)
2 unconnected molecules or ions with the total composition C3H4O3 in a non-equilibrium geometry, computed with wB97M-V/def2-TZVPD.

Its relative energy (zero: lowest compared OMol25 entry of this formula, charge and spin) is 110.8 kcal/mol. For the gap between HOMO and LUMO (alpha / beta), the calculation gives 9.30 / 9.29 eV. Its total charge is 0. As for the HOMO energy (alpha / beta): -0.37185 / -0.37169 Eh. Its spin multiplicity is 1.

Each line ends with the Mulliken charge.
Element x y z (Å)
C1 -2.68799 -0.02978 -0.10110  0.63
C2 -1.33048 -0.05842 0.26503  0.49
C3 -0.01546 0.58301 0.31352  -0.88
O1 -3.60345 0.00719 -0.82883  -0.42
O2 -2.35753 -0.04553 1.21381  -0.33
O3 -0.78963 -2.16078 0.01407  -0.70
H1 -0.03996 1.52754 -0.23136  0.33
H2 0.71492 -0.07101 -0.16096  0.30
H3 0.28769 0.74191 1.34662  0.30
H4 -0.87376 -2.26359 -0.93659  0.28



(4)
A molecular structure, C22H55F6LiN8O16S2 in a non-equilibrium geometry, computed with wB97M-V/def2-TZVPD.

For the gap between HOMO and LUMO (alpha / beta), the calculation gives 7.92 / 3.62 eV. Its total charge is +1. As for the HOMO energy (alpha / beta): -0.38803 / -0.38803 Eh. Its spin multiplicity is 2.

Each line ends with the Mulliken charge.
Element x y z (Å)
Li1 -1.86151 2.70977 0.60393  0.90
C1 -0.27788 0.91636 3.78633  0.68
F1 -0.66387 -0.43025 3.57442  -0.18
F2 -1.38626 1.60842 4.10238  -0.17
F3 0.69799 0.96454 4.70356  -0.20
S1 0.47930 1.72188 2.16957  0.52
O1 0.35428 3.16000 2.46844  -0.46
O2 1.84679 1.20986 2.15338  -0.59
N1 -0.62195 1.25920 0.82904  -0.42
S2 0.23863 0.14362 0.26959  0.77
O3 1.39782 0.56088 -0.48680  -0.52
O4 0.49612 -0.95256 1.21347  -0.25
C2 -1.04753 -0.48142 -1.11024  0.26
F4 -2.22144 -1.05933 -0.57952  -0.19
F5 -1.38750 0.51068 -1.88134  -0.18
F6 -0.45766 -1.46276 -1.85689  -0.18
C3 -1.47659 3.93289 5.63465  -0.48
C4 -2.05091 3.65568 7.07027  -0.51
O5 -2.09695 2.25972 7.49643  -0.56
O6 -0.10170 3.78990 5.42499  -0.48
H1 -1.58814 4.95206 5.26460  0.53
H2 -2.08183 3.72565 4.75213  0.32
H3 -3.06757 4.01796 7.22273  0.28
H4 -1.66774 4.17721 7.94736  0.32
H5 -1.66880 1.71797 6.82951  0.33
H6 0.06357 4.28258 4.61781  0.28
C5 0.05226 -1.36064 8.24174  -0.48
C6 0.08299 -1.98307 6.82624  0.38
O7 1.21345 -2.79302 6.54173  -0.51
O8 -0.27331 -2.41410 9.22031  -0.54
H7 -0.62966 -0.51105 8.27770  0.21
H8 1.05989 -0.98979 8.42950  0.30
H9 0.04779 -1.16525 6.10649  -0.29
H10 -0.75394 -2.63780 6.58341  0.34
H11 1.24159 -3.50800 7.18174  0.27
H12 0.51748 -2.71835 9.67162  0.33
C7 4.50222 -0.35582 0.72731  -0.27
C8 3.77317 -1.61254 0.26096  1.32
O9 4.63492 -2.72449 0.08400  -0.65
O10 5.45277 -0.47862 1.92080  -0.56
H13 3.79284 0.47014 0.77902  0.15
H14 5.32862 -0.15369 0.04591  0.31
H15 3.16935 -1.41437 -0.62460  -0.66
H16 3.14598 -1.96355 1.08043  -0.28
H17 4.97166 -3.13517 0.88372  0.42
H18 4.98730 -1.08088 2.50579  0.30
C9 -4.35036 4.03656 1.26944  -0.43
C10 -3.29681 5.15452 1.13873  -0.54
O11 -2.07109 4.61286 1.55100  -0.40
O12 -3.89967 2.96972 0.45997  -0.44
H19 -5.32244 4.36614 0.90264  0.43
H20 -4.41929 3.64505 2.28436  0.27
H21 -3.41011 6.01391 1.79957  0.47
H22 -3.18191 5.40124 0.08325  0.26
H23 -1.61810 5.40653 1.84510  0.22
H24 -4.64963 2.44006 0.17956  0.22
C11 1.83880 -3.85470 3.03507  0.52
O13 2.53548 -4.53542 3.84575  -0.74
N2 1.36984 -2.63979 3.26581  0.03
N3 1.21064 -4.36183 2.04638  -0.32
H25 1.52220 -2.36400 4.22541  0.02
H26 0.58539 -2.29349 2.73213  0.15
H27 0.71789 -3.78480 1.37980  0.17
H28 1.42299 -5.32104 1.81202  0.21
C12 -4.61555 1.15650 -4.69624  0.63
O14 -4.80799 2.23076 -5.27463  -0.68
N4 -5.49923 0.19496 -4.40103  -0.27
N5 -3.52079 0.84894 -4.07618  -0.19
H29 -5.11026 -0.55994 -3.85430  0.14
H30 -6.44636 0.19748 -4.75181  0.18
H31 -2.66779 1.37995 -3.97355  0.10
H32 -3.52877 -0.00963 -3.54431  0.08
C13 -5.56507 -2.37734 -0.85926  0.76
O15 -5.88542 -1.87735 -1.93150  -0.66
N6 -5.71251 -3.68961 -0.62652  -0.49
N7 -4.98828 -1.79648 0.18144  -0.33
H33 -6.24194 -4.10969 -1.37707  0.23
H34 -5.18255 -4.25170 0.02409  0.19
H35 -5.10265 -2.21837 1.09194  0.19
H36 -4.54962 -0.89382 0.06800  0.10
C14 2.42407 -3.21091 -5.31961  -1.61
C15 2.17227 -1.67046 -5.17958  1.77
C16 2.72542 -1.27949 -3.74932  -1.92
C17 2.73602 0.16742 -3.49051  0.56
C18 3.60042 0.80744 -4.53022  -2.15
C19 3.26357 0.49579 -6.03836  2.08
N8 2.97289 -0.98605 -6.21482  0.41
O16 2.71192 -1.44201 -7.58335  -0.34
C20 2.13649 1.40662 -6.39376  -1.76
C21 4.38595 0.91205 -6.92386  -1.85
C22 0.66911 -1.25769 -5.25755  -1.64
H37 2.80238 -3.58588 -6.27060  0.35
H38 1.56994 -3.78451 -4.95969  0.40
H39 3.10410 -3.57468 -4.54932  0.40
H40 2.12123 -1.73505 -2.96477  0.55
H41 3.75560 -1.58008 -3.55832  0.58
H42 3.30006 0.42789 -2.59490  0.12
H43 1.71753 0.50294 -3.68599  0.00
H44 4.62100 0.63284 -4.18956  0.48
H45 3.42074 1.87725 -4.42384  0.50
H46 1.50997 1.02755 -7.20115  0.32
H47 1.70103 1.81587 -5.48218  0.37
H48 2.44768 2.33362 -6.87536  0.46
H49 4.09111 0.72848 -7.95704  0.47
H50 4.55881 1.98798 -6.89939  0.40
H51 5.29134 0.33672 -6.73055  0.42
H52 0.32980 -1.52329 -6.25876  0.46
H53 0.28017 -0.24893 -5.39616  0.33
H54 0.09283 -1.69293 -4.44111  0.40
H55 1.76199 -1.36492 -7.69861  0.44



(5)
6 unconnected molecules or ions with the total composition C53H97N3O4 in a non-equilibrium geometry, computed with wB97M-V/def2-TZVPD.

For the gap between HOMO and LUMO, the calculation gives 7.87 eV. Its total charge is 0. As for the HOMO energy: -0.34181 Eh. The structure (SMILES) is CCN(CCN1C(=O)c2cc(-c3ccccn3)cc(CCCCO)c2C1=O)C(C)=O.CCCCCC.CCCCCC.CCCCCC.CCCCCC.CCCCCC. Its spin multiplicity is 1.

Each line ends with the Mulliken charge.
Element x y z (Å)
C1 -4.93452 5.63917 -2.30683  -0.94
C2 -5.83623 4.65481 -3.26899  -0.33
N1 -5.44940 4.66873 -4.73129  0.47
C3 -4.06090 4.12244 -4.98078  -1.15
C4 -3.79002 2.63390 -4.34935  0.18
N2 -2.59158 1.90395 -4.91407  -0.01
C5 -3.18782 0.48306 -5.00004  0.27
O1 -3.66070 -0.16570 -6.08406  -0.58
C6 -3.02116 0.00068 -3.44214  0.35
C7 -3.82138 -1.09778 -2.52532  -0.90
C8 -3.33368 -1.27304 -0.93561  0.57
C9 -4.23806 -2.38583 -0.06824  -0.25
C10 -3.60060 -3.88136 -0.04720  -0.14
C11 -4.50308 -5.03299 0.76538  -0.35
C12 -5.89282 -4.36305 1.38405  -0.28
C13 -6.33237 -2.79961 1.28246  -0.15
N3 -5.47560 -1.82750 0.54205  -0.45
C14 -2.06513 -0.43151 -0.27478  -0.15
C15 -1.25070 0.68432 -1.21775  0.72
C16 0.01683 1.58742 -0.70195  -0.22
C17 -0.28053 2.44769 0.68210  -0.24
C18 -0.88965 3.95198 0.34300  -0.47
C19 -1.87734 4.33484 1.63739  -0.29
O2 -2.60693 5.57591 1.33427  -0.52
C20 -1.79908 0.84990 -2.75432  -0.11
C21 -1.35413 1.82423 -3.99531  0.21
O3 -0.19081 2.42448 -4.27021  -0.57
C22 -6.51934 3.93681 -5.51098  0.35
C23 -7.42732 2.67398 -4.94272  -0.89
O4 -6.79165 4.37524 -6.77076  -0.58
H1 -5.09280 6.76180 -2.61870  0.15
H2 -5.39491 5.54459 -1.21050  0.34
H3 -3.80583 5.34221 -2.22174  0.14
H4 -6.94895 5.08439 -3.21852  0.42
H5 -5.89688 3.58174 -2.78574  0.27
H6 -3.19940 4.83293 -4.59356  0.22
H7 -3.93312 4.02904 -6.16369  0.30
H8 -3.79990 2.74595 -3.18252  0.07
H9 -4.74243 1.97256 -4.63279  0.12
H10 -4.70356 -1.70975 -3.00156  0.31
H11 -2.57792 -4.16516 -0.58073  0.34
H12 -4.20265 -6.15963 0.85427  0.34
H13 -6.63632 -5.09396 1.95557  0.26
H14 -7.34777 -2.39445 1.76204  0.31
H15 -1.73820 -0.58455 0.86295  0.13
H16 0.20236 2.41042 -1.54639  0.27
H17 1.04654 0.98624 -0.64465  -0.05
H18 0.73486 2.53846 1.30336  0.34
H19 -1.11806 1.86167 1.26883  0.07
H20 -1.61950 3.91737 -0.59375  0.09
H21 -0.05160 4.77340 0.19696  0.31
H22 -2.65660 3.49033 1.86905  0.26
H23 -1.18977 4.48076 2.57896  0.23
H24 -1.98382 6.09584 0.71936  0.33
H25 -8.44286 3.02884 -4.43147  0.26
H26 -7.69905 1.91941 -5.81119  0.31
H27 -6.86522 2.02722 -4.12407  0.24
C24 2.53302 -0.78730 -3.51210  -1.24
C25 3.21695 -0.97824 -2.16658  -0.29
C26 4.30135 0.06792 -1.89545  -0.59
C27 5.47466 0.05203 -2.88479  -0.85
C28 6.21636 -1.28398 -2.98138  -0.35
C29 6.86655 -1.69626 -1.67051  -1.15
H28 3.23809 -0.88246 -4.34210  0.35
H29 1.75437 -1.54513 -3.65140  0.39
H30 2.06178 0.19896 -3.56968  0.26
H31 3.63341 -1.98944 -2.10629  0.34
H32 2.46015 -0.91120 -1.37632  0.27
H33 4.67707 -0.07041 -0.87639  0.34
H34 3.84561 1.06581 -1.91375  0.34
H35 6.18618 0.83321 -2.58819  0.39
H36 5.12072 0.33374 -3.88292  0.32
H37 6.99572 -1.19587 -3.74688  0.36
H38 5.53993 -2.07645 -3.32288  0.24
H39 7.58852 -0.94203 -1.34238  0.30
H40 7.40074 -2.64593 -1.79531  0.37
H41 6.12873 -1.83509 -0.87684  0.25
C30 -8.55601 10.60516 -2.53436  -1.19
C31 -7.60304 10.82997 -3.69882  -0.31
C32 -8.17826 10.36265 -5.03845  -0.80
C33 -8.47812 8.85976 -5.12256  -0.94
C34 -7.27646 7.94846 -4.85817  0.47
C35 -6.15894 8.13320 -5.87212  -1.12
H42 -8.78297 9.54484 -2.39548  0.28
H43 -8.10929 10.97213 -1.60390  0.37
H44 -9.49617 11.14215 -2.69508  0.30
H45 -6.64915 10.33207 -3.49437  0.22
H46 -7.38067 11.90121 -3.76767  0.37
H47 -7.48462 10.64501 -5.83715  0.30
H48 -9.10590 10.91325 -5.23887  0.41
H49 -8.87568 8.64305 -6.12229  0.42
H50 -9.27914 8.60252 -4.42035  0.34
H51 -7.61411 6.90643 -4.89444  0.01
H52 -6.88646 8.10891 -3.84607  -0.01
H53 -6.51602 7.92145 -6.88476  0.29
H54 -5.33209 7.44674 -5.65324  0.18
H55 -5.75740 9.14908 -5.85389  0.39
C36 -0.46370 -1.92481 6.97320  -1.38
C37 0.43698 -2.69908 6.02246  -0.28
C38 0.72163 -1.94251 4.72229  -0.80
C39 -0.51571 -1.64807 3.86322  -0.36
C40 -1.31722 -2.88384 3.44516  -0.44
C41 -0.51731 -3.84290 2.57830  -0.51
H56 -1.44530 -1.73019 6.53312  0.30
H57 -0.62188 -2.49659 7.89409  0.40
H58 -0.00878 -0.96623 7.24206  0.31
H59 -0.00773 -3.67712 5.80969  0.24
H60 1.38941 -2.89907 6.52707  0.39
H61 1.45005 -2.51196 4.13583  0.19
H62 1.21051 -0.99053 4.96427  0.44
H63 -0.19011 -1.11358 2.96168  0.11
H64 -1.18016 -0.95830 4.39580  0.41
H65 -2.19827 -2.55445 2.88266  0.24
H66 -1.69722 -3.41315 4.32699  0.36
H67 -0.17709 -3.34658 1.66414  0.22
H68 -1.13852 -4.69908 2.28869  0.40
H69 0.35714 -4.23320 3.10420  -0.19
C42 3.35395 -5.52856 4.48981  -1.26
C43 4.30692 -5.30375 3.32536  0.71
C44 3.73169 -5.77106 1.98573  -0.79
C45 3.43184 -7.27396 1.90162  -0.74
C46 4.63350 -8.18526 2.16601  -0.34
C47 5.75102 -8.00052 1.15205  -1.11
H70 3.12698 -6.58888 4.62870  0.33
H71 3.80067 -5.16159 5.42028  0.42
H72 2.41379 -4.99157 4.32910  0.07
H73 5.26081 -5.80165 3.52980  -0.44
H74 4.52929 -4.23251 3.25650  0.32
H75 4.42534 -5.48871 1.18703  0.35
H76 2.80406 -5.22046 1.78530  0.27
H77 3.03428 -7.49067 0.90189  0.39
H78 2.63081 -7.53120 2.60382  0.31
H79 4.29585 -9.22729 2.12974  0.37
H80 5.02350 -8.02481 3.17811  0.20
H81 5.39394 -8.21226 0.13942  0.32
H82 6.57787 -8.68698 1.37094  0.35
H83 6.15256 -6.98464 1.17029  0.18
C48 11.25325 -4.45254 6.42514  -1.20
C49 10.86655 -3.79476 5.10893  -0.35
C50 9.59955 -2.94233 5.21829  -0.73
C51 8.33185 -3.71745 5.60275  -0.85
C52 7.96746 -4.86441 4.65615  -0.12
C53 7.66636 -4.39252 3.24273  -0.86
H84 10.47705 -5.13561 6.78013  0.29
H85 12.17353 -5.03372 6.30138  0.37
H86 11.42933 -3.69732 7.19763  0.30
H87 10.74962 -4.56135 4.33545  0.24
H88 11.69314 -3.15331 4.78175  0.38
H89 9.44027 -2.42467 4.26674  0.30
H90 9.76400 -2.15447 5.96399  0.40
H91 7.49403 -3.00970 5.64301  0.37
H92 8.43552 -4.11567 6.61842  0.34
H93 7.08199 -5.37514 5.05141  0.23
H94 8.76783 -5.61343 4.63230  0.27
H95 6.83077 -3.68573 3.24027  0.22
H96 7.39184 -5.24495 2.60962  -0.01
H97 8.53031 -3.90607 2.78391  0.46



- Among the records above, which one has the highest total charge?
  C22H55F6LiN8O16S2



- Look up the total charge of the fifth one.
  0